No. 1
{"formula": "C23H34ClInN6O8", "method": "ωB97M-V/def2-TZVPD", "homo_lumo_gap_ev": 9.108, "largest_force_ha_per_bohr": 0.0260, "total_charge": 0, "lumo_energy_ha": -0.0013, "molar_mass_g_mol": 672.8, "species": ["In", "O", "C", "C", "N", "C", "C", "O", "O", "C", "C", "O", "O", "H", "H", "H", "H", "H", "H", "H", "H", "H", "N", "N", "C", "O", "O", "H", "H", "H", "C", "C", "C", "C", "C", "O", "C", "C", "C", "C", "C", "C", "Cl", "C", "C", "C", "N", "C", "N", "C", "N", "H", "H", "H", "H", "H", "H", "H", "H", "H", "H", "H", "H", "H", "H", "H", "H", "H", "H", "H", "H", "H", "H"], "coordinates": [[2.540, 1.501, -0.550], [3.287, -0.257, 1.174], [4.663, -0.544, 1.039], [4.938, -0.677, -0.455], [4.713, 0.583, -1.151], [5.707, 1.597, -0.836], [5.083, 2.839, -0.123], [5.692, 3.886, -0.177], [3.981, 2.652, 0.501], [4.545, 0.335, -2.568], [3.136, -0.244, -2.890], [3.025, -1.010, -3.818], [2.167, 0.155, -2.155], [3.121, 0.193, 2.010], [4.886, -1.498, 1.538], [5.278, 0.244, 1.490], [4.223, -1.403, -0.848], [5.958, -1.047, -0.624], [6.226, 1.954, -1.730], [6.469, 1.211, -0.150], [5.297, -0.360, -2.959], [4.612, 1.277, -3.118], [3.001, 3.273, -2.384], [1.937, 4.177, -2.220], [1.022, 4.052, -1.170], [0.256, 4.966, -0.977], [1.007, 2.929, -0.544], [3.901, 3.706, -2.154], [3.007, 2.949, -3.355], [2.098, 5.137, -2.500], [-4.433, -0.090, -2.649], [-3.802, -0.917, -1.514], [-2.444, -1.415, -2.020], [-4.724, -2.119, -1.251], [-3.677, -0.034, -0.223], [-4.877, 0.712, -0.062], [-3.485, -0.792, 1.115], [-2.393, -1.859, 1.275], [-2.302, -2.250, 2.726], [-3.237, -3.102, 3.302], [-3.170, -3.431, 4.644], [-2.156, -2.903, 5.425], [-2.064, -3.305, 7.101], [-1.209, -2.060, 4.870], [-1.290, -1.739, 3.527], [-2.623, 1.099, -0.375], [-1.339, 0.882, 0.216], [-0.201, 0.492, -0.348], [0.777, 0.571, 0.541], [0.170, 1.048, 1.652], [-1.109, 1.228, 1.483], [-4.592, -0.725, -3.518], [-3.786, 0.729, -2.953], [-5.389, 0.336, -2.354], [-2.599, -2.191, -2.766], [-1.832, -1.828, -1.228], [-1.894, -0.612, -2.503], [-4.842, -2.696, -2.166], [-5.716, -1.800, -0.936], [-4.315, -2.781, -0.495], [-5.616, 0.103, 0.040], [-4.441, -1.260, 1.365], [-3.312, -0.018, 1.866], [-1.420, -1.489, 0.953], [-2.631, -2.747, 0.687], [-4.026, -3.526, 2.697], [-3.896, -4.097, 5.083], [-0.415, -1.662, 5.481], [-0.551, -1.082, 3.092], [-3.055, 1.967, 0.131], [-2.482, 1.351, -1.423], [-0.051, 0.174, -1.359], [0.673, 1.265, 2.573]]}

No. 2
{"formula": "C23H34CuF6N2O2Sb", "method": "ωB97M-V/def2-TZVPD", "homo_lumo_gap_ev": [6.221, 6.777], "relative_energy_ev": 0.663, "largest_force_ha_per_bohr": 0.0332, "total_charge": 0, "lumo_energy_ha": [-0.1069, -0.0829], "molar_mass_g_mol": 669.8, "species": ["Cu", "C", "C", "C", "C", "C", "C", "C", "C", "C", "C", "C", "C", "C", "C", "C", "C", "C", "H", "H", "H", "H", "H", "H", "H", "H", "H", "H", "H", "H", "H", "H", "H", "H", "H", "H", "H", "H", "H", "H", "H", "H", "H", "H", "H", "H", "H", "O", "N", "N", "O", "C", "C", "C", "C", "C", "C", "H", "H", "H", "H", "H", "F", "Sb", "F", "F", "F", "F", "F"], "coordinates": [[0.035, -0.236, -0.356], [-1.307, 1.009, 1.185], [0.039, 1.263, 1.080], [0.239, 1.723, -0.319], [-1.103, 1.928, -0.870], [-2.043, 1.545, 0.018], [-3.520, 1.771, -0.054], [-4.257, 0.478, -0.428], [-4.033, 2.251, 1.310], [-3.835, 2.827, -1.117], [1.339, 2.513, -0.996], [1.204, 3.950, -0.447], [1.121, 2.554, -2.521], [2.764, 2.004, -0.776], [1.000, 1.008, 2.241], [0.215, 0.552, 3.482], [1.748, 2.285, 2.655], [1.985, -0.119, 1.900], [-1.813, 0.585, 2.032], [-1.285, 2.339, -1.841], [-4.088, -0.303, 0.306], [-3.937, 0.112, -1.400], [-5.324, 0.681, -0.472], [-3.943, 1.466, 2.055], [-5.085, 2.515, 1.228], [-3.483, 3.126, 1.653], [-3.566, 2.465, -2.105], [-3.299, 3.755, -0.925], [-4.901, 3.041, -1.115], [0.191, 4.321, -0.583], [1.882, 4.603, -0.991], [1.447, 3.996, 0.609], [0.302, 3.210, -2.801], [0.931, 1.553, -2.898], [2.019, 2.939, -3.000], [3.023, 1.930, 0.271], [3.474, 2.683, -1.244], [2.874, 1.029, -1.243], [-0.460, 1.330, 3.831], [0.915, 0.339, 4.286], [-0.349, -0.356, 3.289], [1.047, 3.104, 2.805], [2.491, 2.587, 1.926], [2.266, 2.109, 3.596], [1.452, -1.070, 1.879], [2.762, -0.177, 2.662], [2.459, 0.032, 0.934], [1.245, -0.444, -1.777], [1.799, -1.604, -1.727], [1.436, -2.397, -0.836], [0.550, -2.104, 0.065], [2.089, -3.651, -0.778], [1.385, -4.791, -0.425], [2.059, -5.999, -0.368], [3.417, -6.056, -0.638], [4.115, -4.904, -0.975], [3.451, -3.696, -1.054], [0.330, -4.727, -0.213], [1.518, -6.895, -0.107], [3.945, -6.996, -0.579], [5.177, -4.947, -1.166], [3.973, -2.789, -1.309], [-1.878, -1.153, -0.772], [-2.294, -3.103, -0.976], [-0.727, -3.162, -2.079], [-3.306, -2.537, -2.477], [-1.507, -3.589, 0.700], [-3.835, -2.751, 0.083], [-2.533, -4.954, -1.325]]}

No. 3
{"formula": "C23H34GeN3PdSbSe", "method": "ωB97M-V/def2-TZVPD", "homo_lumo_gap_ev": [4.604, 4.602], "largest_force_ha_per_bohr": 0.0650, "total_charge": 2, "lumo_energy_ha": [-0.3005, -0.3005], "molar_mass_g_mol": 732.3, "species": ["Pd", "C", "C", "C", "C", "N", "C", "C", "C", "C", "C", "C", "N", "C", "C", "C", "C", "C", "N", "H", "H", "H", "H", "H", "H", "H", "H", "H", "H", "H", "C", "Sb", "C", "C", "H", "H", "H", "H", "H", "H", "H", "H", "H", "C", "Ge", "C", "C", "C", "Se", "C", "H", "H", "H", "H", "H", "H", "H", "H", "H", "H", "H", "H", "H", "H"], "coordinates": [[0.842, -0.221, 1.303], [5.056, -0.961, 3.014], [4.801, -0.822, 4.369], [3.614, -0.226, 4.766], [2.704, 0.201, 3.801], [2.929, -0.016, 2.491], [4.076, -0.564, 2.115], [1.434, 0.865, 4.152], [1.183, 1.463, 5.390], [-0.069, 2.006, 5.632], [-1.051, 1.916, 4.658], [-0.730, 1.311, 3.444], [0.492, 0.834, 3.207], [-1.733, 1.036, 2.402], [-2.925, 1.748, 2.291], [-3.875, 1.329, 1.375], [-3.629, 0.182, 0.634], [-2.405, -0.457, 0.776], [-1.469, -0.022, 1.611], [5.981, -1.391, 2.662], [5.511, -1.168, 5.106], [3.380, -0.135, 5.814], [4.238, -0.677, 1.049], [1.949, 1.512, 6.148], [-0.290, 2.471, 6.580], [-2.047, 2.285, 4.835], [-3.106, 2.613, 2.909], [-4.799, 1.877, 1.264], [-4.376, -0.208, -0.039], [-2.173, -1.372, 0.238], [3.466, -3.013, -0.383], [1.809, -1.652, -0.576], [2.825, 0.198, -1.114], [1.253, -2.261, -2.561], [4.350, -2.581, -0.848], [3.205, -3.927, -0.905], [3.666, -3.242, 0.660], [2.348, 0.620, -1.995], [3.880, 0.044, -1.321], [2.706, 0.899, -0.278], [2.037, -1.952, -3.248], [0.302, -1.835, -2.856], [1.176, -3.343, -2.584], [-2.204, -0.061, -6.235], [-2.450, -0.350, -4.291], [-4.118, 0.453, -3.584], [-2.262, -2.225, -3.653], [-0.847, 0.747, -3.455], [-0.757, 0.809, -1.536], [-1.516, 2.569, -1.233], [-2.916, -0.679, -6.776], [-1.203, -0.324, -6.564], [-2.396, 0.979, -6.485], [-4.965, -0.071, -4.021], [-4.205, 1.500, -3.857], [-4.187, 0.358, -2.504], [-3.186, -2.755, -3.861], [-2.086, -2.270, -2.580], [-1.466, -2.752, -4.171], [-0.894, 1.766, -3.832], [0.056, 0.270, -3.831], [-2.566, 2.581, -1.520], [-0.956, 3.292, -1.823], [-1.413, 2.804, -0.177]]}

No. 4
{"formula": "C23H34GeN3PdSbSe", "method": "ωB97M-V/def2-TZVPD", "homo_lumo_gap_ev": [7.489, 5.188], "relative_energy_ev": 1.830, "largest_force_ha_per_bohr": 0.0305, "spin_multiplicity": 3, "s2": 2.009, "total_charge": 2, "lumo_energy_ha": [-0.2060, -0.3267], "molar_mass_g_mol": 732.3, "species": ["Pd", "C", "C", "C", "C", "N", "C", "C", "C", "C", "C", "C", "N", "C", "C", "C", "C", "C", "N", "H", "H", "H", "H", "H", "H", "H", "H", "H", "H", "H", "C", "Sb", "C", "C", "H", "H", "H", "H", "H", "H", "H", "H", "H", "C", "Ge", "C", "C", "C", "Se", "C", "H", "H", "H", "H", "H", "H", "H", "H", "H", "H", "H", "H", "H", "H"], "coordinates": [[1.036, 1.153, -0.230], [1.899, 5.644, 0.337], [3.232, 5.690, -0.041], [3.943, 4.502, -0.121], [3.302, 3.298, 0.162], [1.986, 3.262, 0.446], [1.316, 4.402, 0.546], [4.003, 2.000, 0.120], [5.393, 1.864, 0.176], [5.949, 0.599, 0.069], [5.120, -0.495, -0.123], [3.742, -0.287, -0.164], [3.218, 0.929, -0.013], [2.786, -1.354, -0.504], [3.069, -2.707, -0.338], [2.171, -3.646, -0.819], [1.043, -3.206, -1.497], [0.812, -1.840, -1.597], [1.643, -0.940, -1.083], [1.318, 6.547, 0.441], [3.713, 6.629, -0.268], [4.971, 4.509, -0.443], [0.270, 4.332, 0.824], [6.031, 2.724, 0.307], [7.019, 0.465, 0.106], [5.524, -1.484, -0.259], [3.974, -3.021, 0.158], [2.366, -4.700, -0.686], [0.360, -3.910, -1.942], [-0.042, -1.444, -2.139], [-1.818, 4.091, -1.095], [-1.326, 2.073, -0.531], [-1.264, 2.230, 1.640], [-3.325, 1.300, -0.705], [-2.187, 4.633, -0.227], [-2.604, 4.043, -1.841], [-0.956, 4.601, -1.517], [-1.875, 1.441, 2.070], [-1.624, 3.191, 1.995], [-0.223, 2.081, 1.956], [-3.933, 1.742, 0.080], [-3.342, 0.220, -0.636], [-3.729, 1.597, -1.668], [-5.559, -3.476, 0.872], [-3.836, -3.133, -0.045], [-2.712, -4.754, -0.231], [-3.944, -2.165, -1.780], [-2.838, -1.854, 1.311], [-1.048, -1.333, 0.842], [-0.050, -2.555, 1.971], [-6.207, -4.039, 0.206], [-6.066, -2.555, 1.145], [-5.393, -4.067, 1.768], [-3.215, -5.447, -0.901], [-2.576, -5.259, 0.721], [-1.739, -4.525, -0.656], [-4.229, -2.872, -2.553], [-2.986, -1.732, -2.060], [-4.700, -1.385, -1.764], [-2.813, -2.337, 2.285], [-3.456, -0.961, 1.373], [-0.198, -3.581, 1.640], [-0.394, -2.436, 2.997], [1.003, -2.289, 1.909]]}